1.
82
Properties=species:S:1:pos:R:3:forces:R:3 method="wB97M-V/def2-TZVPD" e_above_lowest_ev=0.000 homo_ev=-5.861 homo_lumo_gap_ev=5.837 e_tot_ha=-1753.3458
Sr 0.4687 0.1617 0.1408 0.6 0.0 0.0
O 1.0451 -0.9455 -2.2434 0.1 -0.1 0.2
O 2.5358 1.0708 -1.3837 0.0 0.0 0.0
O 2.3473 -1.6311 0.0407 -0.2 -0.1 0.0
N 2.8555 -3.6928 -0.6919 0.0 0.0 0.0
N -1.7153 -0.3545 -0.8994 0.1 0.2 0.0
N -0.0829 -1.0865 2.2219 0.1 0.2 0.0
N 0.5525 1.5396 2.2064 0.0 -0.2 -0.2
N 2.5811 2.1839 -3.3528 0.0 0.0 0.0
N -0.8632 2.1546 -0.6541 0.1 -0.2 0.2
C 0.0378 1.7716 4.5287 0.1 0.0 -0.1
C -2.8179 -1.9781 1.4283 -0.1 0.1 0.0
C 3.3123 -4.0363 0.6519 0.0 0.0 0.0
C -4.7583 0.9732 -2.5735 -0.1 0.0 -0.1
C 0.1805 -0.5345 3.3790 0.1 0.4 0.1
C 2.2172 1.1568 -2.5628 -0.1 0.0 0.0
C -2.5235 0.5627 -1.3597 0.0 0.3 -0.1
C -0.3421 -2.5011 2.0647 -0.1 0.1 0.1
C 2.1809 2.3448 -4.7365 0.0 0.0 0.0
C 0.9225 3.3967 0.5933 0.0 0.1 0.1
C 1.8309 -2.1139 -2.2630 0.1 0.0 -0.1
C 0.5112 -0.9238 5.9039 0.0 -0.1 0.0
C -2.0950 2.0037 -1.0758 -0.2 -0.3 -0.1
C -4.2691 3.2196 -1.7345 0.0 0.1 0.0
C 0.2992 0.2881 6.5409 0.0 0.0 -0.1
C -3.0054 3.0918 -1.1902 0.1 0.1 -0.1
C -3.0048 -2.3260 -0.0539 0.0 -0.1 -0.1
C 2.8048 -4.7135 -1.7257 0.0 0.0 0.0
C 3.3939 3.2582 -2.8066 0.0 0.0 0.0
C -5.0813 2.3094 -2.3884 0.1 -0.1 0.0
C -0.3585 3.4576 -0.2561 -0.2 0.0 0.0
C -1.9673 -1.7735 -1.0435 -0.1 0.1 0.0
C 0.4439 -1.2706 4.5688 -0.2 -0.1 -0.1
C 0.0382 1.4764 5.8746 -0.1 0.1 0.1
C -3.6790 0.2389 -2.1323 0.1 0.0 0.1
C 0.7035 2.9737 2.0558 -0.2 -0.1 0.2
C 1.3324 0.0655 -3.1786 -0.1 -0.1 -0.2
C 2.3576 -2.4539 -0.8636 0.1 0.0 -0.2
C -1.8327 -2.8105 2.2575 0.0 -0.1 0.0
C 0.3009 0.9911 3.3636 -0.1 -0.2 0.1
H -3.9827 -1.9441 -0.3583 0.0 0.0 0.0
H 0.2550 -3.1341 2.7318 -0.1 -0.1 0.0
H -6.0268 2.6620 -2.7785 0.0 0.0 0.0
H 3.0530 2.3219 -5.3944 0.0 0.0 0.0
H -2.5693 -0.9188 1.5254 0.0 0.0 0.0
H -5.4855 0.3880 -3.1307 0.0 0.0 0.0
H -2.2653 -2.0328 -2.0691 0.0 -0.1 0.0
H 1.2162 -2.9354 -2.6418 0.0 0.0 0.0
H 1.7023 2.7838 0.1240 -0.1 0.0 0.0
H 1.6780 3.3055 -4.8625 0.0 0.0 0.0
H -3.7430 -0.8126 -2.3822 0.0 0.0 0.0
H 0.3258 0.3075 7.6222 0.0 0.0 0.0
H -0.0456 -2.7969 1.0484 0.0 0.1 0.0
H 1.4915 1.5677 -5.0490 0.0 0.0 0.0
H 3.4323 -5.5468 -1.4214 0.0 0.0 0.0
H 0.5712 -2.3329 4.3999 0.0 0.0 0.0
H 1.7924 -5.0935 -1.8846 0.0 0.0 0.0
H 3.5841 3.0589 -1.7574 0.0 0.0 0.0
H -0.1863 3.5111 2.4172 0.0 0.0 0.0
H -2.0597 -2.6344 3.3131 0.0 0.0 0.0
H 3.1972 -4.3411 -2.6723 0.0 0.0 0.0
H -0.1459 2.8160 4.3111 0.0 0.0 0.0
H 2.6939 -2.0057 -2.9303 0.0 0.0 0.0
H 0.3755 0.5026 -3.4747 0.0 0.0 0.1
H 1.5381 3.3195 2.6816 0.0 0.1 -0.1
H -0.1908 4.0746 -1.1525 0.1 0.0 0.0
H 1.7947 -0.3629 -4.0735 0.0 0.1 0.0
H -1.0153 -2.2989 -0.8812 0.0 0.1 0.0
H -3.0512 -3.4149 -0.1766 0.0 0.0 0.0
H -2.6158 4.0253 -0.8082 0.0 0.0 0.0
H -3.7970 -2.0919 1.9016 0.0 0.0 0.0
H 3.8585 -4.9745 0.6064 0.0 0.0 0.0
H -1.0920 4.0107 0.3471 0.0 0.0 0.0
H -0.1682 2.3340 6.5100 0.0 0.0 0.0
H 3.9621 -3.2509 1.0313 0.0 0.0 0.0
H 2.4692 -4.1349 1.3380 0.0 0.0 0.0
H 0.7267 -1.7647 6.5582 0.0 0.0 0.0
H -2.0056 -3.8785 2.0776 0.0 0.0 0.0
H 4.3423 3.3211 -3.3443 0.0 0.0 0.0
H -4.6725 4.2258 -1.6545 0.0 0.0 0.0
H 1.3331 4.4115 0.6101 0.0 0.0 0.0
H 2.8679 4.2092 -2.9081 0.0 0.0 0.0


2.
12
Properties=species:S:1:pos:R:3:forces:R:3 method="wB97M-V/def2-TZVPD" e_above_lowest_ev=2.057 homo_ev=-8.845 homo_lumo_gap_ev=9.487 e_tot_ha=-704.1780
Cl 1.3383 -1.8545 0.1792 0.2 -0.7 0.9
N 0.2302 0.8408 1.2613 -3.4 2.7 4.2
N -0.2148 -0.2931 -1.9629 -0.8 2.3 -2.5
N 0.1203 0.9593 -0.0705 1.3 4.9 0.2
C -0.3691 -1.3439 0.2061 0.3 -0.2 -4.5
C -0.2155 -0.0699 -0.7278 -1.3 -6.3 -0.4
H -0.9526 -2.1090 -0.3419 0.5 0.5 0.1
H -0.8068 -1.2128 1.1248 -0.3 0.4 2.2
H -0.6337 1.4336 1.7736 3.0 -1.8 -1.5
H -0.1273 0.6629 -2.4563 0.2 -1.8 0.5
H 0.5571 1.7333 -0.5747 -0.3 -0.2 0.4
H 1.0739 1.2533 1.5892 0.7 0.2 0.3


3.
12
Properties=species:S:1:pos:R:3:forces:R:3 method="wB97M-V/def2-TZVPD" e_above_lowest_ev=4.707 homo_ev=-8.966 homo_lumo_gap_ev=9.186 e_tot_ha=-447.9294
O 1.9229 -0.1018 2.0398 -0.6 -0.1 -1.5
O 0.6374 0.5302 0.1383 -1.2 2.5 0.8
N 0.2601 -1.5583 -0.7555 -1.6 3.0 0.2
N -0.4405 0.7557 -0.8563 0.3 -4.9 -2.1
N -1.7172 1.2119 -0.6355 -1.4 2.4 2.7
N 1.7580 -1.1813 1.1077 -0.1 0.1 0.6
C 0.9713 -0.7711 0.2145 -1.3 -0.3 -1.2
C -0.6105 -0.6819 -1.2217 2.0 -1.1 -1.5
H -1.8942 2.2309 -0.9138 1.1 -1.9 0.8
H -1.3050 -0.9699 -2.0913 0.9 0.8 1.8
H -2.1007 1.0476 0.3522 0.7 0.1 -1.9
H 2.5184 -0.5122 2.6216 1.3 -0.6 1.4


4.
7
Properties=species:S:1:pos:R:3:forces:R:3 method="wB97M-V/def2-TZVPD" e_above_lowest_ev=2.855 homo_ev="-10.607 / -8.430" homo_lumo_gap_ev="10.398 / 6.615" e_tot_ha=-2826.3852
Br 0.3702 2.1506 0.1008 -0.3 0.4 0.0
F -1.0494 -1.0964 0.9271 -0.1 -0.3 -0.5
O -2.6039 -0.8776 -0.6642 1.2 -0.8 0.2
C -1.6177 -1.3779 -0.2596 -1.1 1.1 0.3
C 1.4410 0.6787 -0.0152 0.2 -0.3 0.0
H 1.7680 0.2208 0.8962 0.0 -0.1 0.1
H 1.6917 0.3018 -0.9850 0.0 0.0 -0.2


5.
9
Properties=species:S:1:pos:R:3:forces:R:3 method="wB97M-V/def2-TZVPD" e_above_lowest_ev=1.897 homo_ev=-10.122 homo_lumo_gap_ev=8.862 e_tot_ha=-379.2709
O -2.4776 -0.6301 0.1077 2.3 2.9 -0.6
O -0.3942 -1.3108 -0.0958 -0.8 -0.4 -1.0
O -0.8497 2.1163 -0.1178 0.0 1.1 -0.4
C -0.4311 1.0124 -0.0867 1.8 -0.9 2.0
C 0.8761 -0.8933 -0.1381 1.9 0.9 2.1
C 1.0296 0.4115 0.2040 -1.1 2.6 -1.7
C -1.3498 -0.2085 -0.0575 -1.2 -4.9 0.4
H 1.9032 1.1759 0.3467 -1.7 -2.1 -0.5
H 1.6936 -1.6733 -0.1625 -1.3 0.8 -0.3


6.
23
Properties=species:S:1:pos:R:3:forces:R:3 method="wB97M-V/def2-TZVPD" e_above_lowest_ev=2.103 homo_ev=-10.804 homo_lumo_gap_ev=11.457 e_tot_ha=-350.5050
O 0.9552 2.6152 3.6677 -0.2 -0.8 -0.9
O -3.9415 -0.8066 1.1208 -0.2 1.8 -0.2
C -0.6323 0.0702 -0.1178 -3.3 0.1 -2.8
C -0.9279 -1.4175 -0.4218 0.6 -1.1 -1.1
C 1.5304 0.2287 -1.6124 -0.9 -3.6 -1.2
C 2.1861 -0.6586 -0.4777 0.0 0.5 -0.3
C 0.0337 0.7868 -1.4028 2.2 0.2 1.5
H -0.3174 0.0086 0.8868 1.9 1.0 0.8
H -0.4654 0.6031 -2.3936 -0.2 0.0 1.5
H 1.8225 2.9349 3.9067 0.4 0.1 0.1
H 0.1321 1.9059 -1.2698 -0.4 -1.2 0.0
H -3.6640 -1.1436 0.2369 -0.4 1.1 0.9
H -1.6532 0.5642 0.0710 1.2 -0.5 -0.6
H 3.2762 -0.7044 -0.6201 -0.4 0.0 -0.1
H 2.0101 -0.1648 0.4417 0.2 0.8 1.2
H -0.3295 -1.9216 -1.2286 -0.6 1.1 0.1
H 1.4135 -0.5820 -2.4591 0.4 1.8 1.0
H -1.9704 -1.6620 -0.6007 -0.1 0.2 -0.3
H 2.2907 0.9428 -1.9334 -0.5 0.2 0.0
H 1.8357 -1.6820 -0.2367 -0.2 0.5 -1.0
H 1.1236 1.9683 2.9477 -0.2 0.7 0.7
H -0.6369 -2.0978 0.3560 0.0 0.0 1.1
H -4.0711 0.2120 1.1392 0.5 -2.9 -0.7


7.
38
Properties=species:S:1:pos:R:3:forces:R:3 method="wB97M-V/def2-TZVPD" e_above_lowest_ev=0.255 homo_ev=-8.915 homo_lumo_gap_ev=9.700 e_tot_ha=-879.7509
O -3.8837 1.5604 -0.2123 -0.2 0.0 0.1
O 0.7781 1.9213 1.2516 0.1 0.2 0.2
O -0.1204 -2.3165 0.6897 0.0 -0.1 0.2
O 1.8263 -1.7782 1.6561 0.4 0.0 0.0
N -1.0874 1.3270 0.0739 -0.1 0.2 0.1
N 1.0258 0.4672 -0.4511 0.1 -0.1 0.1
C 1.0480 -2.0303 0.6069 -0.1 -0.3 -0.4
C 0.8542 -1.5454 -1.8255 0.0 0.0 0.1
C 0.6697 -0.0166 -1.7633 -0.2 -0.1 -0.3
C -1.9353 0.1457 0.0646 -0.3 -0.1 -0.3
C -1.8019 2.4288 0.7004 -0.2 0.2 -0.2
C -3.0570 2.6997 -0.1294 0.2 0.2 0.2
C 2.9812 -0.9834 -0.6281 -0.1 -0.1 0.0
C 1.1994 -1.7297 2.9315 -0.4 -0.1 0.3
C 0.2710 1.2603 0.3628 -0.1 0.1 -0.1
C 2.4517 0.3921 -0.1953 0.3 0.2 0.3
C -3.1852 0.4646 -0.7569 0.2 -0.3 0.1
C 1.8156 -1.9696 -0.7084 0.0 0.0 0.0
H 1.9654 -1.9669 3.6661 0.0 0.0 -0.1
H -2.8979 0.6858 -1.7976 0.0 -0.1 0.1
H 1.3427 0.4623 -2.4881 -0.1 0.0 0.0
H -1.1535 3.3047 0.7175 -0.1 0.0 0.0
H -2.0856 2.1804 1.7328 0.1 0.0 -0.1
H 3.4483 -0.9232 -1.6125 0.0 0.0 0.0
H -2.2468 -0.0935 1.0928 0.1 -0.1 -0.1
H 1.2549 -1.8335 -2.7973 0.0 0.0 0.0
H -0.3479 0.2805 -2.0086 0.1 0.0 0.0
H 2.6001 0.5589 0.8722 0.0 0.0 -0.2
H -3.6628 3.4813 0.3315 0.1 0.0 0.0
H 2.1860 -2.9812 -0.9039 0.0 0.0 0.1
H 2.9734 1.1932 -0.7360 0.0 0.0 0.1
H 3.7295 -1.3324 0.0814 0.1 0.0 -0.1
H -3.8796 -0.3768 -0.7442 0.1 0.0 0.0
H 0.8114 -0.7237 3.1047 0.0 -0.1 0.0
H -1.4128 -0.7191 -0.3332 0.0 0.0 0.0
H -0.0956 -2.0622 -1.6821 0.0 0.0 -0.1
H -2.7591 3.0171 -1.1409 0.0 0.0 0.1
H 0.3798 -2.4490 2.9783 0.1 0.1 0.1


8.
78
Properties=species:S:1:pos:R:3:forces:R:3 method="wB97M-V/def2-TZVPD" homo_ev=-11.688 homo_lumo_gap_ev=8.258 e_tot_ha=-5145.5406 charge=+1
I 7.0208 1.8563 3.8808 -0.5 -0.1 -0.3
Br 0.5606 -1.7303 2.6715 0.0 0.2 -0.5
S 5.2526 -1.4710 -1.2833 -0.4 0.2 0.0
P 4.8404 0.3976 -0.9489 0.6 -1.6 -0.4
O -6.0487 -0.9177 -7.0367 0.0 0.0 0.0
O -1.4708 -0.8016 -4.3766 0.0 0.0 0.0
O 4.0930 1.4798 3.6181 -0.4 0.0 0.3
O 4.2901 -0.4608 1.5692 -0.5 0.2 -0.8
N -3.9089 -2.5540 1.5164 0.0 0.6 -0.3
N 1.5421 0.3318 0.8239 0.5 0.5 0.1
N -2.3998 -4.1749 0.9087 0.2 -0.2 -0.5
N -2.6539 -2.3177 -0.5499 0.5 0.7 0.8
C 3.2494 -1.4157 1.5124 -1.0 -0.8 1.0
C -4.7055 0.1869 -5.4538 0.0 0.1 0.1
C 5.0421 1.7716 1.4413 -0.3 -0.4 -0.4
C -3.5548 0.2161 -4.7872 0.0 0.0 0.0
C 2.6846 1.3238 0.7686 0.9 -0.1 0.2
C -2.2191 -0.9428 -0.1748 -0.9 0.5 0.2
C -1.1537 -0.4027 -1.1362 -0.1 -1.2 0.6
C -2.5234 -0.8276 -4.9889 0.0 0.0 0.0
C 5.0644 1.6474 2.9698 0.5 0.3 -0.4
C 1.3936 -0.2278 -0.5543 -1.1 -0.6 -1.2
C 6.2055 -2.3487 3.0974 -0.5 0.5 0.4
C 1.9674 -0.6322 1.9032 0.8 -0.6 0.6
C 0.1917 -1.1518 -0.8141 -0.3 0.4 -1.2
C -5.0033 -0.8924 -6.4293 -0.1 0.0 -0.1
C -3.9678 -1.9367 -6.6294 0.1 0.0 0.0
C -4.1374 1.8279 1.7908 0.3 0.4 0.4
C 4.1014 0.6870 0.7961 0.9 1.1 0.1
C 3.5738 -2.5113 2.5939 1.6 0.8 -0.2
C -2.9344 -3.0597 0.6187 -0.1 -0.9 0.4
C -3.4092 3.0857 2.3217 1.3 -0.7 0.0
C 0.3507 1.0997 1.3300 -1.1 1.1 0.0
C 5.0392 -2.4721 2.8436 -0.3 -0.3 0.0
C 0.0841 2.4604 0.6432 0.4 0.3 0.5
C -2.8178 -1.9047 -5.9610 0.0 0.0 0.0
C -1.3678 2.9597 0.8592 1.0 0.1 0.1
C -1.8674 2.8050 2.3053 -0.9 0.1 -0.2
H -1.7476 -4.4482 0.1706 -0.1 -0.2 0.1
H 3.2994 -3.5059 2.2421 -0.3 0.2 0.1
H 3.9625 0.9781 -1.8998 0.1 0.3 0.4
H -3.6944 3.3322 3.3474 -0.2 0.0 -0.2
H -3.3198 0.9954 -4.0728 0.0 0.0 0.0
H 6.0579 1.1178 -1.0499 -0.6 0.5 0.2
H -1.8533 -1.0067 0.8676 0.3 0.4 -0.3
H -3.5989 0.9259 2.1150 -0.2 0.1 0.0
H -1.3387 3.4807 2.9912 0.0 0.0 -0.3
H -2.0247 2.5115 0.1060 -0.1 -0.1 0.4
H 0.0432 -1.9448 -0.0764 0.2 0.3 0.1
H -5.1432 1.7670 2.2133 0.0 0.0 -0.5
H 7.1183 -1.9815 3.5074 0.3 -0.4 -0.3
H 3.1589 -1.9458 0.5595 0.2 0.5 -0.1
H 0.5447 1.3115 2.3870 0.1 -0.3 -0.2
H -3.4790 -1.9247 2.1882 -0.2 0.2 -0.2
H -5.4721 0.9395 -5.3201 0.0 0.0 0.0
H -4.2662 -3.3307 2.0604 0.1 -0.1 -0.1
H -3.5601 3.9560 1.6734 -0.4 -0.1 0.3
H -1.3360 4.0383 0.6582 -0.2 -0.2 -0.2
H 2.6312 1.9353 -0.1369 -0.4 -0.2 0.1
H -1.7219 1.7918 2.7047 0.0 0.1 -0.1
H -4.1322 1.8112 0.6976 -0.4 0.0 0.2
H -2.0501 -2.6564 -6.0936 0.0 0.0 0.0
H 4.6131 2.7444 1.1582 0.4 0.0 0.3
H -4.2014 -2.7161 -7.3433 0.0 0.0 0.0
H 1.2585 0.6293 -1.2251 0.1 0.0 0.3
H 0.3738 2.4638 -0.4143 -0.3 -0.1 0.1
H -1.0399 0.6846 -1.0889 -0.1 -0.2 0.2
H 2.6079 2.0069 1.6188 -0.3 -0.4 0.0
H 6.0482 1.7005 1.0273 -0.1 0.1 0.3
H 2.3083 0.0084 2.7252 -0.3 -0.1 -0.1
H -0.5785 0.5282 1.3037 0.5 -0.5 -0.2
H -1.4859 -0.6461 -2.1600 0.3 0.2 0.4
H 3.1275 -2.2667 3.5610 -0.3 -0.2 -0.2
H -1.8685 -2.7789 -0.9975 -0.2 0.0 -0.2
H -3.0984 -0.2868 -0.1251 0.1 -0.2 -0.2
H 0.4360 -1.6732 -1.7513 0.3 0.0 0.3
H 2.2925 -0.7319 -0.9288 0.2 0.2 0.8
H 0.7248 3.2035 1.1406 0.0 -0.1 -0.3